(1)
Computed, not measured: C28H52N6O8SSn as an isolated structure at a distorted geometry, with the ωB97M-V functional and the def2-TZVPD basis.

Last column: Mulliken charge in e.
Atoms and positions in Å:
C 0.38178 25.09360 -20.32371  -0.56
C -4.64611 23.06728 -12.03577  -0.56
H -3.68002 29.50155 -15.26071  0.39
H 2.41251 26.09023 -20.69642  0.39
C -4.50728 21.39496 -27.11809  -0.74
C -5.90726 23.57153 -24.48140  -0.74
H -6.33565 17.01610 -20.83368  0.17
H -2.34457 21.90783 -11.62509  0.34
C 2.17757 23.97458 -20.83073  -0.30
H -2.41367 18.89573 -17.51734  0.17
H -5.79512 25.69991 -23.00453  0.32
N -6.77505 22.05263 -12.99679  -0.21
H -5.38504 21.61770 -24.55184  0.38
C -4.78684 28.04448 -16.42697  -0.52
H -3.96080 27.38200 -23.25127  0.44
H -4.13658 22.91491 -12.98722  0.44
C -1.09603 17.70083 -16.42379  -0.34
O -4.49408 26.68211 -25.16764  -0.30
H -4.37069 25.24899 -22.08546  0.45
C -0.01395 16.86335 -18.25452  -0.51
H -3.93878 23.94935 -24.43013  0.39
H -7.62182 22.45461 -13.37297  0.40
H -7.14244 17.68040 -13.61359  0.37
H -8.23432 19.06672 -12.00720  0.46
Sn -10.77880 21.12906 -18.04785  0.87
O -6.38604 22.98032 -18.73011  -0.61
C -0.92902 17.83828 -18.63108  -0.36
H -6.95715 13.97344 -23.65148  0.38
H 3.22072 23.73475 -20.97470  0.36
H -4.24182 24.01545 -11.68134  0.46
C -8.05121 19.92653 -12.65164  -0.78
H 1.22212 21.94453 -20.62595  0.40
H -6.25196 24.47454 -24.98524  0.42
C -2.97626 21.96287 -10.73849  -0.78
O -4.62109 22.47712 -26.19526  -0.32
O -4.51402 21.73951 -19.50933  -0.57
H -2.72591 25.50989 -16.53256  0.45
C 1.17742 23.02352 -20.63918  -0.52
H -6.68572 23.52025 -11.38623  0.37
C -5.32052 14.18423 -22.01477  -0.47
N -1.67770 18.20438 -17.53992  0.06
C -4.73815 25.44836 -23.09210  -0.77
H -5.97683 20.47824 -11.84987  0.39
C -6.85679 18.52661 -14.23846  -0.71
O -5.43893 21.33192 -17.25487  -0.52
H -4.42116 15.53771 -20.38003  0.41
H -6.62496 23.34121 -23.69403  0.41
C -5.65893 22.36476 -25.29680  -0.56
O -6.60050 20.64084 -19.19265  -0.57
O -4.37475 22.09702 -11.07144  -0.30
H -5.36203 28.52208 -25.62234  0.30
H -1.33058 18.15424 -19.58257  0.41
C -6.95907 15.72428 -22.36528  -0.37
H -7.21801 21.38086 -11.10539  0.46
H -6.35114 24.03598 -13.06602  0.41
O -7.83920 19.48944 -13.97521  -0.28
H 0.50711 16.21234 -18.94087  0.38
H -0.29506 25.90258 -20.09162  0.40
H -2.85621 26.32753 -23.96558  0.38
H -6.63024 18.22564 -15.26131  0.26
H -6.62466 22.04748 -25.69023  0.42
H -0.88300 23.52325 -20.18721  0.16
C -3.15813 26.48348 -16.35455  -0.51
H -5.79692 28.38960 -16.59138  0.37
H -7.81557 16.27682 -22.72237  0.36
C 1.72322 25.25960 -20.66012  -0.39
C -6.98433 20.85316 -12.03007  -0.53
C -6.51054 14.49437 -22.81747  -0.40
H -3.64296 28.66402 -25.50147  0.36
H -2.64047 22.91092 -10.31833  0.32
H -8.97800 20.48678 -12.52802  0.36
H -5.36833 21.43026 -27.78550  0.30
C -2.64111 27.64772 -15.88584  -0.43
H -6.27909 21.75845 -13.82601  0.30
H -2.71513 21.11465 -10.10570  0.28
H -4.71151 13.29306 -22.05104  0.38
C -3.69429 28.55926 -15.78823  -0.38
C -0.09003 16.81705 -16.90174  -0.44
H -3.59744 21.36995 -27.71783  0.24
H -4.99349 26.03697 -17.21710  0.18
N 0.07491 23.80830 -20.33293  0.06
H -1.60926 27.77595 -15.59389  0.41
H -1.51533 18.01694 -15.48005  0.40
H -4.52276 20.48801 -26.51370  0.33
C -6.10646 23.31459 -12.28638  -0.69
H -4.45530 23.36647 -23.02888  0.40
N -4.45737 26.74395 -16.73455  0.05
N -4.66363 24.05773 -23.73518  -0.12
S -5.71308 21.66722 -18.68304  1.23
N -6.13143 16.17324 -21.35136  0.03
H -4.37890 27.72055 -26.83640  0.25
H -5.88379 18.88882 -13.90654  0.24
C -3.93048 26.48678 -23.87237  -0.44
C -4.43584 27.96845 -25.77649  -0.81
H 0.40501 16.15179 -16.20981  0.37
C -5.08216 15.30475 -21.20173  -0.46

Output
net charge = +2
multiplicity = 1
E_HOMO = -10.825 eV

=====

(2)
Computed, not measured: C21H22Cl2LuN6O3PS6 as an isolated structure, with the ωB97M-V functional and the def2-TZVPD basis.

Last column: natural (NBO) charge in e.
Atoms and positions in Å:
C -1.33975 -2.76486 -0.84526  -0.24
C -2.30380 4.08857 3.37721  -0.03
S 2.22026 0.39601 1.70579  0.02
C -4.13350 2.98189 4.47710  -0.21
C -2.61553 2.14582 -1.42972  0.06
C -3.40911 4.13459 4.20787  -0.21
N 2.80811 -2.51560 -0.40270  -0.83
H 0.09325 -0.16693 -5.29970  0.42
H -4.99973 3.02116 5.12082  0.22
N 0.35152 -0.05482 -4.32436  -0.74
C -1.48486 -3.90673 -1.60966  -0.20
H 1.89966 -2.88516 -0.14723  0.37
S -3.64953 2.03775 -0.16753  -0.04
S 1.70321 2.39704 -0.46306  -0.11
C 2.84967 -2.21732 -1.82765  -0.60
C -3.73755 1.78233 3.90727  -0.27
Cl -2.14665 0.23199 2.41122  0.06
H 0.09197 -6.18186 0.35840  0.23
P 1.73790 -0.82977 -2.23259  2.20
H 2.61557 -0.60200 0.88040  0.21
C 4.91350 1.60829 1.86476  0.29
C -1.85886 2.90585 2.77143  -0.24
C 2.78285 1.76670 0.67669  -0.18
N 0.35779 -1.48855 3.43491  -0.77
O -2.41650 3.32648 -2.00135  -0.49
Lu -0.30552 0.65888 0.32494  1.27
C 0.13643 -2.22400 2.33533  0.32
Cl -1.45450 5.57059 3.08554  0.03
H -1.76965 -1.82366 -1.16373  0.25
S -0.46454 2.88775 1.71079  -0.30
H 1.08131 -2.03701 -4.29662  0.23
C 4.05487 2.21941 0.91040  -0.40
S -1.71630 0.74290 -2.01458  -0.41
H -0.38227 0.48863 -3.81108  0.46
S 0.54376 -3.92562 2.37042  0.37
H -1.08241 -6.00929 -1.81011  0.22
H 3.85046 -1.86933 -2.09177  0.25
N 5.60380 1.10902 2.63846  -0.33
C 4.57442 3.31114 0.15519  0.29
H 2.61890 -3.06680 -2.48829  0.19
H -2.03628 -3.85354 -2.53903  0.22
C -0.29594 -5.23308 0.01552  -0.21
H 1.26236 0.46380 -4.20066  0.48
C -0.64596 -2.84701 0.35864  0.20
C 0.58995 -1.35112 -3.60795  -0.61
H -4.27690 0.86361 4.08564  0.23
O 0.84309 -0.62511 -1.02826  -1.20
H -3.69656 5.08250 4.63774  0.23
N 4.99748 4.19037 -0.45273  -0.30
H -1.43225 4.58961 -3.20703  0.21
N -0.40696 -1.78339 1.23098  -0.62
H -0.43024 3.23721 -2.61633  0.20
H 0.13855 -0.50513 3.43435  0.43
H -0.35820 -1.76612 -3.27543  0.24
C -2.62802 1.78537 3.08605  0.06
C -1.41178 3.52395 -2.99620  -0.26
O 2.46886 0.28025 -2.90737  -1.11
C -0.95564 -5.13037 -1.19472  -0.22
H -1.65161 2.96219 -3.90071  0.18
H 3.50551 -3.21111 -0.16536  0.37
H 0.96287 -1.83055 4.16030  0.42
C -0.16097 -4.08584 0.78461  -0.26

Output
multiplicity = 1
E_HOMO = -7.675 eV
energy relative to the best compared isomer or geometry (same formula, charge and spin) = 0.130 eV

=====

(3)
Computed, not measured: one molecule with the formula C5H11N3 at a distorted geometry, with the ωB97M-V functional and the def2-TZVPD basis.

Last column: natural (NBO) charge in e.
Atoms and positions in Å:
C 0.01254 -0.70931 -0.20079  -0.12
H 0.44622 2.55284 0.87981  0.23
C -0.49113 0.43177 0.58675  -0.26
N -0.17983 -1.77273 -2.16904  -0.32
H -0.48915 2.28433 -0.66449  0.21
N -0.03362 -0.67945 -1.62053  -0.15
H 2.45604 -1.39824 -0.55053  0.14
H -2.35174 -0.56255 1.08085  0.21
H -2.52415 0.29218 -0.48864  0.20
C 0.12802 1.79278 0.16243  -0.62
H -2.54521 1.23998 0.97667  0.22
H -0.04944 -1.58775 -3.20495  0.31
H 3.18200 -0.75459 1.58218  0.37
H 1.15415 1.45213 -0.29188  0.21
C -2.04500 0.38327 0.53444  -0.61
C 1.80060 -0.91021 0.19985  0.19
H -0.43123 -1.63917 0.17817  0.21
N 2.30151 -0.61443 1.27783  -0.65
H -0.34058 0.19913 1.73187  0.24

Output
multiplicity = 1
E_HOMO = -9.117 eV
energy relative to the best compared isomer or geometry (same formula, charge and spin) = 3.904 eV
SMILES = [H]/N=C/[C@H](/N=N/[H])C(C)C

=====

(4)
Computed, not measured: a 2-piece molecular cluster, C3H13N2 overall at a distorted geometry, with the ωB97M-V functional and the def2-TZVPD basis.

Last column: Mulliken spin population.
Atoms and positions in Å:
H -0.26844 0.49200 0.47865  -0.01
H -0.79242 -1.88148 -1.09170  0.00
N 0.61923 0.49593 1.70689  0.65
H -0.98981 0.38270 2.87772  0.00
C -0.01716 -1.05660 -1.28972  0.00
H 0.20017 1.48433 3.64625  0.07
H 0.55004 -1.96947 -3.19425  0.00
H -0.54741 -0.64324 -3.12355  0.00
C 0.36173 -0.98293 -2.76449  0.02
H 1.22009 -0.31518 -2.96643  0.00
H 1.50034 1.04418 1.66086  -0.01
H -1.61055 0.00329 -0.44393  0.00
N -0.65949 0.21096 -0.57118  0.21
H -0.43153 1.16918 -1.12245  0.00
H 0.85968 -1.28199 -0.80309  0.01
H -0.86675 1.96616 2.27391  0.02
C -0.28238 1.17736 2.69510  0.04
H 1.15467 -0.29520 2.03142  0.00

Output
net charge = +2
multiplicity = 2
E_HOMO (alpha / beta) = -20.615 / -20.546 eV
energy relative to the best compared isomer or geometry (same formula, charge and spin) = 2.619 eV